# C17H33Li3O11P

C17H33Li3O11P as an isolated structure (ωB97M-V/def2-TZVPD, the OMol25 dataset).

Summary:
* energy relative to the best compared isomer or geometry (same formula, charge and spin): 72.8 kcal/mol
* Kohn-Sham gap: 4.949 eV
* highest occupied orbital energy: -2.9 eV
* net charge: -1

The geometry in XYZ format:
```
65
Properties=species:S:1:pos:R:3:forces:R:3
O 3.91454 -4.00968 -29.81852 1.1 0.2 0.7
C 4.45270 -2.40283 -31.41912 0.7 0.2 -1.4
Li 2.46308 1.26522 -25.36848 0.4 0.2 -0.2
H 7.36352 -3.59277 -25.65214 0.1 -0.4 -0.2
C 0.19278 -1.95370 -25.11153 1.0 0.1 0.0
H 3.63090 4.21927 -31.10528 0.3 -0.3 0.3
H 3.34056 6.97640 -28.10187 -0.3 -0.7 0.2
H 5.47309 -2.71329 -31.64392 0.0 -0.3 -0.5
C 8.50849 -1.10205 -25.47062 -0.1 -1.0 -0.2
C 4.64662 -2.90930 -29.20229 0.4 -1.5 1.1
O 0.23338 4.21200 -25.06487 -0.5 -1.8 -0.5
C 7.12508 -1.06939 -26.03188 -1.3 1.0 -1.1
H 5.37434 -1.09984 -29.91981 -0.2 0.4 -0.3
O 3.50612 0.88653 -27.13181 -0.3 -3.4 0.9
C 4.33799 1.55176 -27.74021 -4.6 -1.3 2.9
O 4.73338 5.49903 -28.55036 0.4 -1.4 0.9
H 4.41741 -2.79415 -28.14290 -1.0 0.2 -0.1
C 7.24239 -2.98323 -24.75666 2.1 0.0 -0.7
H 1.81721 -1.39520 -26.53789 -0.3 0.7 0.0
H 3.58074 -1.19691 -29.91844 0.1 0.2 0.2
H 4.57472 7.38550 -29.15930 0.0 0.4 -0.8
C 4.50927 -1.73727 -30.10265 0.0 1.0 1.4
H 1.22795 0.20164 -22.74575 0.4 -0.2 -0.2
O 5.45198 1.12752 -28.14594 4.7 -2.4 -1.3
C 3.52405 -3.53191 -31.10335 -1.1 0.1 1.1
O 1.00060 1.85393 -26.28500 -1.3 -1.2 -0.7
H 2.33949 -2.37296 -25.24205 0.0 -0.3 0.3
O 4.07388 2.69544 -27.97150 -0.4 6.9 -2.2
H 6.18178 5.42335 -30.00011 0.0 0.0 -0.2
H 0.27175 0.60956 -24.18126 0.0 0.1 0.0
H 6.76302 -0.04196 -25.99430 -0.2 0.0 -0.3
H 9.24956 -1.23613 -26.25861 0.2 0.0 0.1
O 8.54430 -2.26000 -24.58799 -0.8 -0.2 0.5
H 2.59150 -3.02876 -30.84782 -0.8 -0.1 -0.9
Li 1.89652 2.39900 -27.96658 0.1 0.1 1.2
H 5.41685 3.83974 -29.63716 0.1 0.3 0.5
O 1.60153 4.04165 -27.05165 2.5 0.9 -2.2
H 6.92979 -3.67645 -23.97575 0.7 0.5 0.6
H 2.27468 5.42394 -29.74312 0.2 -0.3 0.5
H 8.62637 -0.11467 -25.02422 0.7 -0.4 0.9
H 5.69733 -3.18287 -29.10606 0.4 -0.3 -0.6
O 2.38558 3.09111 -24.70663 1.4 -0.7 -0.9
O 1.99303 -0.45939 -24.62688 -0.6 -0.2 0.4
H 6.06945 -1.28335 -24.24637 -0.5 -0.4 0.2
H 0.65134 -2.21169 -23.02563 0.0 -0.1 0.1
H -0.92789 -1.44718 -23.31179 0.1 0.2 0.1
H 4.08268 -1.70351 -32.16887 0.0 -0.3 -0.3
C 6.30605 -1.92053 -25.09850 -0.9 0.7 0.0
C 4.14670 5.12187 -30.77759 -0.8 0.1 -1.6
C 3.90683 6.55457 -28.93224 -0.1 1.6 -0.2
C 0.87625 -0.16540 -23.70995 -0.5 -1.0 -0.8
H 5.43359 -2.37762 -25.56538 -0.3 0.5 0.1
H 3.35515 -4.39023 -31.75363 0.3 0.3 -0.2
H 0.09591 -3.03720 -25.18037 -0.6 0.1 -0.5
H 7.01790 -1.39212 -27.06748 0.2 -0.2 0.0
H -0.44999 -1.33388 -25.73665 -0.4 -0.5 0.0
C 3.11103 6.02164 -30.10558 -0.6 -0.1 0.3
C 5.24961 4.90907 -29.76631 -0.4 -0.1 0.5
C 0.10228 -1.51683 -23.66109 0.5 1.0 0.0
H 4.49866 5.55846 -31.71226 0.3 0.2 0.1
H 2.57806 6.72325 -30.74727 0.7 0.4 -0.1
H 5.82278 1.97379 -28.40658 0.9 0.0 -0.5
C 1.62954 -1.58094 -25.48036 0.5 0.1 0.7
Li 3.53163 4.63692 -26.97471 -1.0 -1.3 -0.1
P 1.24357 3.27942 -25.74986 -1.6 3.5 3.1
```
Forces are in eV/Å.

List of Löwdin charges in e, atom by atom:
1 O -0.138
2 C -0.194
3 Li 0.593
4 H 0.113
5 C -0.168
6 H 0.111
7 H 0.131
8 H 0.121
9 C -0.198
10 C -0.197
11 O -0.451
12 C -0.198
13 H 0.119
14 O -0.038
15 C -0.981
16 O -0.198
17 H 0.114
18 C -0.183
19 H 0.113
20 H 0.125
21 H 0.119
22 C -0.205
23 H 0.123
24 O 0.168
25 C -0.212
26 O -0.540
27 H 0.106
28 O -0.054
29 H 0.122
30 H 0.110
31 H 0.107
32 H 0.112
33 O -0.146
34 H 0.117
35 Li 0.684
36 H 0.097
37 O -0.583
38 H 0.121
39 H 0.111
40 H 0.115
41 H 0.110
42 O -0.504
43 O -0.229
44 H 0.131
45 H 0.106
46 H 0.109
47 H 0.120
48 C -0.194
49 C -0.159
50 C -0.232
51 C -0.145
52 H 0.117
53 H 0.124
54 H 0.109
55 H 0.110
56 H 0.123
57 C -0.139
58 C -0.163
59 C -0.163
60 H 0.106
61 H 0.115
62 H 0.117
63 C -0.186
64 Li 0.721
65 P -0.173

# C17H33Li3O7

C17H33Li3O7 as an isolated structure (ωB97M-V/def2-TZVPD, the OMol25 dataset).

Summary:
* Kohn-Sham gap: 2.886 eV
* highest occupied orbital energy: -13.2 eV
* net charge: +2

The geometry in XYZ format:
```
60
Properties=species:S:1:pos:R:3:forces:R:3
H -0.17800 2.51516 -5.35097 -0.8 0.1 0.1
H 2.72707 -4.08151 1.50146 1.4 -0.5 0.4
H -3.24196 4.39205 0.07145 -1.0 0.1 -0.9
C -3.62287 3.56232 3.02244 1.5 -1.7 0.7
H 2.33184 -2.63736 -2.23677 0.3 0.2 -0.4
C 0.30483 1.69202 -5.87767 2.3 -0.3 -0.8
C 2.06259 -3.41842 -0.28156 -0.9 0.2 -1.8
H -1.96061 -0.13715 3.87972 -0.8 -0.8 -0.4
C -1.22938 -0.85434 4.25258 1.0 -0.3 -0.8
C -2.17736 3.60336 2.45523 -0.7 -0.3 0.2
H 1.87956 1.51594 -4.32669 0.3 0.4 0.3
O -0.40332 0.62459 -6.36621 -2.6 0.2 -0.7
H -5.37853 4.53439 2.08735 0.1 -0.2 0.1
O -1.64351 -2.19600 4.43709 -1.8 0.1 0.9
H -0.85562 -3.68135 3.20193 -0.4 0.1 -0.2
C -0.61906 -0.39231 -5.35512 -0.6 -0.2 -2.7
H 0.98757 -3.59577 -0.25045 -0.1 0.7 0.0
H 0.86921 -0.92581 -4.04840 -0.2 0.1 0.9
H 1.96820 0.40694 -5.68795 0.0 -0.1 0.2
C 0.59843 -2.30775 3.89569 0.7 -0.3 -1.5
H -3.80778 5.85057 1.02563 0.3 0.0 -0.5
C 0.31073 -0.02750 -4.31158 2.2 -0.6 1.1
H 2.29364 -5.45243 0.45171 -0.1 0.1 0.1
H -3.68933 4.28142 3.83887 0.0 -0.3 0.1
O 1.14372 -0.02931 0.32187 -0.5 -0.5 -1.7
H -1.29721 3.67627 3.09406 -0.4 0.4 0.8
C -0.07115 -1.08577 3.30083 1.3 1.3 1.0
H -0.90277 -0.34447 5.15892 0.3 -0.5 0.5
Li -0.84431 3.42899 -1.78043 -1.0 -1.0 0.2
C 2.74827 -4.46218 0.48030 0.9 -0.5 -1.3
H -0.36214 -1.36112 2.28712 -0.2 0.4 0.0
C 1.28028 0.93206 -5.02530 -0.2 0.0 1.3
H 1.57625 0.17214 1.15490 0.4 -1.3 0.9
H -1.87312 2.78771 1.79928 -0.7 -0.9 -0.1
C -3.47941 4.81147 1.04911 -1.3 0.6 -0.6
H 2.26408 -4.37465 -2.25147 0.5 -0.2 0.1
H -0.29348 0.40208 -3.51252 0.7 0.2 0.5
C 0.47140 1.10996 0.24104 1.8 -0.6 -0.2
H 0.88357 2.06551 -6.72245 -0.5 0.7 -0.1
H -1.63723 -0.46173 -4.97221 -0.2 0.1 -0.5
H 0.64277 -0.26491 3.36865 0.0 0.4 -0.6
C -0.63041 -3.12823 4.11376 0.6 -0.7 0.4
H -0.33457 -1.26423 -5.94413 -0.3 -0.5 0.6
H -4.70810 3.15522 1.17004 -0.5 -0.3 0.6
C 4.17734 -3.64239 -1.36175 -2.6 -1.3 0.4
Li 1.06900 3.70839 0.91215 -0.7 -0.7 1.6
H 2.40240 -2.45935 0.10934 -0.6 0.3 0.1
H 4.70538 -4.05897 -2.21950 0.2 -0.5 0.5
H -3.72990 2.52051 3.32457 -0.8 0.2 0.5
O 3.97699 -4.60804 -0.30505 2.0 -0.6 1.5
Li 2.00303 2.58276 -1.73412 0.0 -1.5 -0.5
O 0.06166 1.55579 -0.87709 0.1 1.8 -1.9
H 1.19887 -2.72162 3.08558 0.2 -0.4 0.1
H -0.45664 -3.88378 4.87995 -0.5 0.2 0.4
H 4.72973 -2.76999 -1.01262 -0.4 0.4 0.1
H 1.28494 -2.18078 4.73275 -0.5 0.4 0.3
O 0.55655 1.74261 1.28212 -0.4 3.8 1.6
C 2.67099 -3.52513 -1.70298 -0.6 1.8 0.4
O -2.27903 4.72997 1.67716 3.7 2.5 0.2
C -4.47410 3.97411 1.85031 0.2 -0.2 -1.1
```
Forces are in eV/Å.

List of Löwdin charges in e, atom by atom:
1 H 0.107
2 H 0.106
3 H 0.099
4 C -0.119
5 H 0.082
6 C -0.255
7 C -0.217
8 H 0.109
9 C -0.195
10 C -0.221
11 H 0.074
12 O -0.096
13 H 0.127
14 O -0.103
15 H 0.122
16 C -0.176
17 H 0.121
18 H 0.121
19 H 0.136
20 C -0.173
21 H 0.137
22 C -0.188
23 H 0.130
24 H 0.132
25 O 0.154
26 H 0.125
27 C -0.200
28 H 0.121
29 Li 0.855
30 C -0.192
31 H 0.116
32 C -0.161
33 H 0.121
34 H 0.094
35 C -0.238
36 H 0.120
37 H 0.100
38 C -0.852
39 H 0.139
40 H 0.131
41 H 0.101
42 C -0.206
43 H 0.142
44 H 0.118
45 C -0.159
46 Li 0.851
47 H 0.094
48 H 0.120
49 H 0.117
50 O -0.148
51 Li 0.861
52 O -0.140
53 H 0.097
54 H 0.130
55 H 0.109
56 H 0.127
57 O -0.044
58 C -0.156
59 O -0.178
60 C -0.131

# C17H34Cl6CuN4O3

C17H34Cl6CuN4O3 as an isolated structure (ωB97M-V/def2-TZVPD, the OMol25 dataset).

Summary:
* energy relative to the best compared isomer or geometry (same formula, charge and spin): 0.0 kcal/mol
* Kohn-Sham gap (alpha / beta): 5.603 / 4.545 eV
* highest occupied orbital energy (alpha / beta): -13.4 / -13.3 eV
* multiplicity: 2
* expectation value of S²: 0.755
* net charge: +2

The geometry in XYZ format:
```
65
Properties=species:S:1:pos:R:3:forces:R:3
C 1.05303 -4.21518 2.77450 -1.0 0.6 -0.5
C 1.17262 4.92465 3.20150 0.7 0.5 0.2
C -0.15376 -1.63781 -3.21884 0.2 0.2 0.1
H 1.00234 3.83554 5.00347 0.1 0.1 0.2
H -4.22004 1.59249 -4.76098 -0.2 0.3 0.0
H -5.59472 -1.05914 -3.98014 -0.2 0.1 0.0
H -0.35164 4.88777 4.74877 0.0 0.5 0.1
C 1.26457 0.21618 2.98950 0.5 -0.2 0.8
C -1.14635 0.58852 0.27371 0.1 1.2 0.6
C 1.83093 4.29731 -3.00916 -0.2 0.4 -0.5
O 0.47821 -3.28368 3.30666 0.2 -0.3 0.3
H 3.47496 0.98035 2.04223 0.0 -0.2 -0.1
H 0.90269 5.86278 2.72442 -0.3 -0.1 0.0
C -2.04072 -2.37960 -4.69873 0.3 -0.1 -0.2
C 0.13230 0.86125 -0.49094 -0.7 -1.2 0.2
H 0.35121 -2.46054 -3.71387 0.0 0.0 -0.1
C -3.30804 -1.97541 -4.91745 -0.6 0.2 -0.2
H -0.97055 0.72463 1.38751 0.1 -0.1 0.2
H 0.39868 -0.71961 -3.40852 0.0 0.0 -0.1
C 2.51428 -0.26657 5.04610 -0.6 0.8 0.5
N -1.50694 -1.52622 -3.76112 0.2 -0.7 -0.3
H 4.06972 1.52302 3.58961 0.3 -0.2 0.1
H 1.34493 -2.01397 1.28842 0.0 -0.3 0.4
H 4.29483 -0.20804 3.12010 0.3 0.2 -0.2
O -1.73761 -0.60116 0.23269 -0.4 -1.1 -0.3
N 1.51093 -4.12483 1.49265 0.5 -0.6 0.0
H 0.80477 0.03262 -0.25267 0.4 0.4 0.0
H 1.77805 -2.83894 -0.16348 -0.2 -0.5 -0.1
H 1.12634 -5.21699 3.21907 0.3 0.1 0.1
Cl 0.55383 3.55805 2.23184 -0.2 -0.1 -0.1
H -0.16807 -1.82903 -2.14636 -0.2 0.0 0.0
H 3.56302 -0.29875 5.32490 0.1 -0.4 -0.3
N -3.54372 -0.89716 -4.09818 -0.1 -0.3 0.4
Cl 2.19115 2.71369 -2.32365 0.2 -0.1 0.0
Cl 1.13226 5.34017 -1.77766 0.0 0.0 0.2
H 0.50104 1.83738 -0.18827 0.2 -0.1 -0.1
C 0.72930 4.82990 4.64918 -0.2 -1.0 -0.6
H 1.69662 -6.19509 1.36398 -0.1 -0.1 -0.1
Cl 0.64653 4.09534 -4.33009 0.1 -0.1 0.1
C -4.85970 -0.26619 -3.89014 0.4 0.8 -0.4
H -1.48280 -3.20023 -5.11216 0.1 0.1 -0.1
N 2.38228 0.30517 3.71289 1.0 -0.1 -0.5
H -4.88697 0.16649 -2.89174 0.1 -0.4 0.2
H 2.00794 -1.22465 5.12654 0.1 -0.1 0.0
H -1.84420 1.45043 0.17670 -0.4 -0.3 0.1
C 3.64670 0.66339 3.07058 -0.6 0.4 0.2
C -5.05158 0.90254 -4.85286 -0.8 -0.9 -0.3
H -6.03016 1.32686 -4.62622 0.3 0.5 0.2
C 1.66265 -5.33972 0.69556 0.5 0.5 0.4
H -0.05451 0.82538 -1.56560 0.1 0.3 0.0
H 0.83264 -5.41765 -0.00942 0.0 -0.2 0.0
H 0.09493 -2.98546 0.55683 0.1 0.2 -0.5
C 1.18572 -2.94737 0.74464 -0.4 0.7 0.3
H 2.25924 4.87560 3.17603 0.0 -0.2 -0.1
Cl 3.27838 5.04720 -3.66049 0.0 -0.2 0.1
H 1.40672 0.63798 1.98299 -0.1 0.0 -0.1
H -2.32181 -0.06526 -2.51995 -0.2 0.6 -0.3
H 2.08444 0.43139 5.77252 -0.3 -0.2 0.0
H 2.61431 -5.29002 0.16874 -0.1 -0.1 -0.2
Cu -2.81752 -2.21338 1.04527 0.7 0.8 0.1
H -5.16852 0.56995 -5.88545 0.4 -0.1 0.0
O 0.23112 -0.27114 3.40767 -1.0 0.2 -0.6
Cl 1.59524 6.04774 5.57470 -0.1 0.2 0.2
H -4.10121 -2.32928 -5.55327 0.2 -0.2 -0.1
C -2.44032 -0.65366 -3.41503 0.3 -0.1 1.0
```
Forces are in eV/Å.

List of Löwdin charges in e, atom by atom:
1 C -0.309
2 C -0.656
3 C 0.033
4 H 0.062
5 H 0.085
6 H 0.133
7 H 0.078
8 C -0.417
9 C -0.356
10 C -2.057
11 O 0.020
12 H 0.081
13 H 0.075
14 C 0.015
15 C -0.092
16 H 0.107
17 C 0.018
18 H 0.166
19 H 0.105
20 C -0.017
21 N -0.076
22 H 0.096
23 H 0.074
24 H 0.094
25 O -0.066
26 N -0.199
27 H 0.080
28 H 0.095
29 H 0.144
30 Cl 0.565
31 H 0.084
32 H 0.090
33 N -0.043
34 Cl 0.533
35 Cl 0.536
36 H 0.036
37 C -0.689
38 H 0.090
39 Cl 0.498
40 C -0.150
41 H 0.146
42 N -0.177
43 H 0.125
44 H 0.092
45 H 0.166
46 C -0.040
47 C -0.048
48 H 0.093
49 C -0.043
50 H 0.048
51 H 0.087
52 H 0.076
53 C -0.074
54 H 0.065
55 Cl 0.570
56 H 0.089
57 H 0.159
58 H 0.099
59 H 0.094
60 Cu 0.784
61 H 0.087
62 O 0.000
63 Cl 0.612
64 H 0.151
65 C -0.027

# C17H34CsN5O2Sb

C17H34CsN5O2Sb as an isolated structure (ωB97M-V/def2-TZVPD, the OMol25 dataset).

Summary:
* energy relative to the best compared isomer or geometry (same formula, charge and spin): 0.0 kcal/mol
* Kohn-Sham gap: 8.438 eV
* highest occupied orbital energy: -10.9 eV
* net charge: +1

The geometry in XYZ format:
```
60
Properties=species:S:1:pos:R:3:forces:R:3
H 1.79956 -3.59384 1.81195 0.0 0.0 0.0
C -2.42925 0.20429 2.61971 0.0 0.1 0.1
C -2.82658 -1.24301 2.39767 0.0 0.0 0.0
C -2.71315 2.59401 2.28919 0.0 -0.1 0.1
H 1.64145 -5.29939 1.40834 0.0 0.0 0.0
C -1.60782 2.88299 3.08939 0.0 -0.1 0.0
H 3.34791 1.72715 -1.72991 0.0 0.0 0.0
H 3.63920 -1.76414 -2.56841 0.0 0.0 0.0
H 3.36727 3.53731 -3.33988 0.0 0.0 0.0
N 0.00427 4.87352 -0.92287 0.0 0.1 0.0
C 1.02063 -3.96109 -0.18695 -0.1 0.0 0.0
H -0.81529 -1.82589 1.76447 0.0 0.0 0.0
H -2.07679 -2.97225 1.30538 0.0 0.0 0.0
C 1.80669 4.30287 -2.28034 0.0 0.0 0.0
C -3.11853 1.28065 2.06211 0.0 0.0 0.1
H -4.39815 -1.02912 0.90859 0.0 0.0 0.0
H 2.34123 1.37565 -2.99694 0.0 0.0 0.0
Sb 1.48306 -2.04204 -1.01967 0.0 0.1 0.0
C -1.31926 0.49448 3.41719 -0.1 0.1 0.0
H 4.50496 -4.08853 -2.90032 0.0 0.0 0.0
H -3.27186 3.40956 1.84449 0.0 0.0 0.0
C -0.91589 1.80426 3.64851 -0.1 0.0 0.0
C -4.26150 -1.42197 1.91927 -0.1 0.0 0.0
H 4.13732 -2.43015 -1.03017 0.0 0.0 0.0
H 1.11711 -4.68633 -0.99620 0.0 0.0 0.0
C -1.85014 -1.91132 1.42391 0.0 0.0 0.0
H -1.32751 4.93080 2.48281 0.0 0.0 0.0
C 0.35043 -2.32911 -2.83002 0.0 0.0 0.0
H -0.16038 4.36362 3.68467 0.0 0.0 0.0
C 3.41240 -2.54543 -1.83793 0.0 0.0 0.0
C 3.51375 -3.92587 -2.47332 0.0 0.0 0.0
H -4.97543 -0.92316 2.57528 0.0 0.0 0.0
H -4.52002 -2.48051 1.88954 0.0 0.0 0.0
N 2.00889 5.50782 -2.80819 0.0 0.0 0.0
C -1.14518 -2.12286 -2.61381 0.0 0.0 0.0
H -0.06526 1.99402 4.29336 0.0 0.0 0.0
H 2.95814 -4.35374 0.72876 0.0 0.0 0.0
N 0.88233 3.94782 -1.39445 -0.1 -0.2 0.2
H 2.72566 5.67059 -3.49281 0.0 0.0 0.0
Cs -0.23415 1.58794 0.31782 0.3 -0.3 -0.2
H 0.55550 -3.33734 -3.19185 0.0 0.0 0.0
H 1.40188 6.25198 -2.49465 0.0 0.0 0.0
O 0.03238 6.05264 -1.24710 0.0 0.0 0.0
H -0.78136 -0.31810 3.89409 0.0 0.0 0.0
H -1.92253 -1.44804 0.43357 0.0 0.0 0.0
C 1.90161 -4.32044 1.00291 0.0 0.0 0.0
N 2.63396 3.30993 -2.68649 0.0 0.0 0.0
H -0.03217 -3.93567 0.09931 0.0 0.0 0.0
H -4.00425 1.10718 1.46432 0.0 0.0 0.0
H -1.54633 -2.81514 -1.87062 0.0 0.0 0.0
H 0.73078 -1.63471 -3.58270 0.0 0.0 0.0
O -0.82112 4.42761 -0.13202 0.0 0.2 -0.1
H 2.78865 -4.05854 -3.27727 0.0 0.0 0.0
H 3.34427 -4.71854 -1.74381 0.0 0.0 0.0
C -1.20061 4.30318 3.36469 0.0 0.0 0.0
H -1.36584 -1.10930 -2.26590 0.0 0.0 0.0
H -1.70929 -2.27660 -3.53522 0.0 0.0 0.0
N 2.50397 2.00188 -2.21792 0.0 0.1 0.0
H -1.81204 4.72725 4.16342 0.0 0.0 0.0
H -2.72757 -1.74878 3.36300 0.0 0.0 0.0
```
Forces are in eV/Å.

List of Löwdin charges in e, atom by atom:
1 H 0.060
2 C -0.252
3 C -0.375
4 C -0.096
5 H 0.074
6 C -0.341
7 H 0.096
8 H 0.034
9 H 0.152
10 N -0.439
11 C -0.459
12 H 0.068
13 H 0.086
14 C -0.393
15 C -0.077
16 H 0.081
17 H 0.092
18 Sb 1.312
19 C -0.073
20 H 0.073
21 H 0.126
22 C -0.086
23 C -0.069
24 H 0.039
25 H 0.051
26 C -0.077
27 H 0.072
28 C -0.459
29 H 0.082
30 C -0.464
31 C -0.185
32 H 0.090
33 H 0.086
34 N 0.208
35 C -0.204
36 H 0.119
37 H 0.059
38 N 0.062
39 H 0.126
40 Cs 1.006
41 H 0.047
42 H 0.097
43 O 0.058
44 H 0.124
45 H 0.064
46 C -0.192
47 N -0.027
48 H 0.030
49 H 0.112
50 H 0.059
51 H 0.045
52 O -0.106
53 H 0.060
54 H 0.057
55 C -0.035
56 H 0.049
57 H 0.072
58 N 0.043
59 H 0.094
60 H 0.144